Record 1
Here is 7 unconnected molecules or ions with the total composition C6H28ClO10P2S at a distorted geometry from OMol25. Energies are from ωB97M-V/def2-TZVPD.

Output
HOMO	-12.1271	eV
charge	+1

CARTESIAN COORDINATES (ANGSTROEM)
O 3.0358 1.3572 1.4706
P 1.9108 1.0585 0.5901
S 0.1358 1.0107 1.9529
Cl 0.1358 -0.8184 2.7434
P -1.5628 1.3365 0.6089
O -1.0768 1.4969 -0.7154
O -2.5267 0.1286 0.7035
O -2.2372 2.6480 1.1255
H 2.0112 -0.2340 0.0713
H 1.7335 2.0247 -0.4151
H -2.5795 -0.2789 1.5873
H -1.5700 3.1629 1.6172
C -0.0083 -2.3236 -1.0395
O 0.0220 -1.1208 -0.2418
H 0.9132 -2.8719 -0.8632
H -0.8538 -2.9473 -0.7482
H -0.0840 -2.0703 -2.0963
H -0.8006 -0.6365 -0.3964
C -4.4152 2.9244 -2.7507
O -3.0000 3.0849 -2.6367
H -4.7443 3.4663 -3.6324
H -4.6766 1.8708 -2.8601
H -4.9178 3.3376 -1.8706
H -2.7068 2.6058 -1.8575
C -6.7359 -0.5897 -2.4445
O -5.3191 -0.4491 -2.3083
H -7.0411 -0.0430 -3.3314
H -7.0086 -1.6402 -2.5617
H -7.2505 -0.1747 -1.5748
H -5.0559 -0.9370 -1.5229
C 3.5344 -4.4191 -0.2589
O 2.1706 -4.8340 -0.3435
H 3.7293 -3.7325 -1.0782
H 3.7094 -3.9051 0.6905
H 4.2050 -5.2754 -0.3449
H 2.0043 -5.4430 0.3825
C 2.7573 2.6219 4.3803
O 2.4517 3.9887 4.6390
H 2.1203 2.0077 5.0153
H 2.5680 2.3840 3.3327
H 3.8031 2.4149 4.6160
H 3.0199 4.5277 4.0797
C 5.0518 -1.0421 -0.5461
O 5.5526 0.0080 0.2614
H 5.8235 -1.3590 -1.2412
H 4.7667 -1.8890 0.0832
H 4.1792 -0.6916 -1.1173
H 4.8265 0.2594 0.8466

Here are the Löwdin charges for atoms 1 to 5, given in e: -0.42, 0.66, 0.43, 0.38, 0.17



Record 2
Here is a molecular structure, C28H55FGaO6 at a distorted geometry from OMol25. Energies are from ωB97M-V/def2-TZVPD.

Output
HOMO	-5.0084	eV
charge	-1

CARTESIAN COORDINATES (ANGSTROEM)
C -0.8891 -1.2894 -1.7058
C -0.8152 -1.7085 -0.4481
Ga -0.0446 -2.5205 1.3274
F -1.4116 -2.1752 2.6471
C 1.7577 -1.5918 1.8352
C 2.8349 -1.7726 0.6380
H -0.7855 -0.9152 -2.7952
H 0.2060 -4.1137 1.1282
H 2.1440 -1.9045 2.8731
H 1.5266 -0.4494 1.8815
H 2.9058 -2.8660 0.2535
H 3.8918 -1.4114 0.9719
H 2.5019 -1.0392 -0.2026
C -3.8011 -4.7041 1.3214
C -5.0673 -5.2036 1.9786
C -5.8259 -5.7854 0.8022
O -4.8461 -6.2574 -0.1312
C -3.5577 -5.7600 0.2631
H -2.9628 -4.5912 2.0111
H -3.9869 -3.7351 0.8467
H -4.8253 -5.9958 2.6958
H -5.6262 -4.4266 2.5040
H -6.4267 -5.0200 0.2988
H -6.4835 -6.6092 1.0928
H -2.9834 -6.6012 0.6667
H -3.0321 -5.3662 -0.6096
C -1.1018 -0.7435 -7.2596
C 0.3083 -0.2986 -7.5695
C 0.9514 -0.3091 -6.1975
O 0.2933 -1.3322 -5.4380
C -0.8775 -1.7526 -6.1513
H -1.6290 -1.1638 -8.1184
H -1.6836 0.1041 -6.8814
H 0.7961 -1.0361 -8.2165
H 0.3645 0.6755 -8.0591
H 0.7983 0.6436 -5.6794
H 2.0240 -0.5148 -6.2387
H -0.6814 -2.7510 -6.5576
H -1.7241 -1.8165 -5.4637
C -0.0341 4.7296 -10.3082
C -0.2723 5.4316 -8.9914
C -0.8058 4.3074 -8.1265
O -0.2025 3.0960 -8.6014
C 0.4391 3.3629 -9.8558
H 0.6855 5.2374 -10.9533
H -0.9785 4.6360 -10.8552
H 0.6788 5.7948 -8.5874
H -0.9585 6.2778 -9.0617
H -1.8911 4.2050 -8.2322
H -0.5704 4.4446 -7.0684
H 1.5214 3.3537 -9.6867
H 0.1914 2.5748 -10.5708
C 0.1466 -0.8285 6.4278
C 0.6514 -1.9946 7.2464
C 1.6987 -2.5940 6.3291
O 2.2386 -1.5151 5.5549
C 1.4099 -0.3587 5.7367
H -0.3294 -0.0467 7.0230
H -0.5763 -1.1816 5.6847
H 1.1245 -1.6268 8.1639
H -0.1281 -2.7062 7.5259
H 1.2538 -3.3145 5.6347
H 2.5030 -3.0904 6.8786
H 1.9622 0.3537 6.3606
H 1.2100 0.1071 4.7689
C -2.4782 1.8047 1.5980
C -2.2075 3.2423 1.9803
C -1.8969 3.1234 3.4595
O -1.3047 1.8340 3.6570
C -1.4837 1.0563 2.4609
H -2.3542 1.6021 0.5327
H -3.5003 1.5312 1.8824
H -1.3268 3.6094 1.4420
H -3.0407 3.9173 1.7726
H -2.8107 3.1684 4.0626
H -1.2107 3.9002 3.8080
H -0.5103 0.9757 1.9653
H -1.8257 0.0525 2.7213
C 4.7328 3.7403 5.1796
C 3.8021 2.5568 5.3140
C 4.7750 1.4052 5.4541
O 5.9472 1.9267 6.0984
C 5.8665 3.3576 6.1101
H 4.2710 4.6946 5.4409
H 5.1007 3.8079 4.1501
H 3.2061 2.6554 6.2278
H 3.1183 2.4367 4.4717
H 5.0756 1.0176 4.4753
H 4.3670 0.5814 6.0445
H 5.6591 3.6729 7.1389
H 6.8249 3.7828 5.8018

Here are the Löwdin charges for atoms 1 to 5, given in e: -0.10, -0.22, 0.31, -0.45, -0.36



Record 3
Here is a molecular structure, C2H16N2O4 at a distorted geometry from OMol25. Energies are from ωB97M-V/def2-TZVPD.

Output
relative energy (zero: lowest compared OMol25 entry of this formula, charge and spin)	8.189	eV
HOMO	-8.6176	eV
charge	0

CARTESIAN COORDINATES (ANGSTROEM)
C -0.6221 1.6420 0.3483
C 0.4729 1.5979 -0.7161
N -0.1169 1.3079 -1.9431
N -1.5232 -2.0634 1.0497
H -0.2050 1.8707 1.3104
H -1.3505 2.4124 0.0711
H 0.9681 2.5647 -0.7552
H 1.2471 0.7305 -0.3476
H 0.5640 1.3657 -2.7263
H -0.5575 0.3075 -1.8990
H -1.1679 0.7009 0.4116
H -0.8146 -2.5848 1.5237
H -2.4301 -2.3827 1.2946
H 1.3907 -0.7371 0.3180
O 1.0849 -1.2869 -0.3879
H 0.7964 0.1733 1.5689
H -0.4171 -0.8984 1.8348
O 0.2539 -0.3231 2.2226
H 0.1496 -1.3283 -0.6940
H 2.4586 1.2469 0.6230
O 1.5288 1.0576 0.5192
H -1.4561 -1.7312 0.0882
H -1.4278 -1.7357 -2.2818
O -1.1732 -1.1876 -1.5044

Here are the Löwdin charges for atoms 1 to 5, given in e: -0.02, -0.30, 0.18, 0.03, 0.08



Record 4
Here is a single C2H5NO2 molecule at a distorted geometry from OMol25. Energies are from ωB97M-V/def2-TZVPD.

Output
relative energy (zero: lowest compared OMol25 entry of this formula, charge and spin)	4.104	eV
SMILES	CC(=O)NO
HOMO	-10.5411	eV
charge	0

CARTESIAN COORDINATES (ANGSTROEM)
C -1.1742 -0.1407 1.4011
C -0.4978 -0.0096 0.0057
H -2.1512 -0.9425 1.5841
H -1.7905 0.6910 1.6565
H -0.3003 -0.1846 2.2323
H 1.0294 -0.0917 1.1508
H 1.0454 -0.5231 -1.4908
N 0.7712 0.4361 0.3448
O -0.9168 -0.1681 -1.1733
O 1.7669 0.0306 -0.8251

Here are the Löwdin charges for atoms 1 to 5, given in e: -0.03, -0.49, 0.16, 0.04, 0.12



What is the formula in the first record? C6H28ClO10P2S



What is the charge in the second record? -1